Entry a
DFT (ωB97M-V/def2-TZVPD) results for 2 unconnected molecules or ions with the total composition C4H12OS2.

The SMILES is CCSCSC.O. For the HOMO energy, the calculation gives -8.23 eV. Its total charge is 0. The orbital gap comes out at 8.77 eV.

Last columns: bonded neighbours and bond lengths (Å).
Atoms and positions in Å:
1 S -0.42274 -1.06475 1.54688  C3 1.831, C4 1.857
2 S -0.01012 0.29222 -1.29902  C4 1.891, C6 1.791
3 C 1.36726 -1.24000 1.89194  S1 1.831, H7 1.103, H8 1.103, H9 1.103
4 C -0.48950 0.48182 0.52062  S1 1.857, S2 1.891, H10 1.107, H11 1.107
5 C -1.33947 -0.48974 -3.37631  C6 1.519, H12 1.103, H13 1.103, H14 1.103
6 C -1.54237 -0.43776 -1.87189  S2 1.791, C5 1.519, H15 1.107, H16 1.107
7 H 1.74918 -0.39131 2.48395  C3 1.103
8 H 1.92223 -1.28271 0.93968  C3 1.103
9 H 1.55560 -2.17197 2.45101  C3 1.103
10 H -1.51512 0.88783 0.61390  C4 1.107
11 H 0.20525 1.21514 0.97339  C4 1.107
12 H -1.09561 0.44806 -3.90326  C5 1.103
13 H -2.28807 -0.88306 -3.77888  C5 1.103
14 H -0.54097 -1.22379 -3.57675  C5 1.103
15 H -1.67712 -1.46816 -1.49036  C6 1.107
16 H -2.45750 0.13454 -1.62602  C6 1.107
17 O 1.95732 2.26465 2.87098  H18 0.984, H19 0.984
18 H 2.83975 2.69268 2.79129  O17 0.984
19 H 1.78192 2.23624 3.83881  O17 0.984


Entry b
DFT (ωB97M-V/def2-TZVPD) results for 2 unconnected molecules or ions with the total composition C4H12OS2.

The SMILES is CCSSCC.O. For the HOMO energy, the calculation gives -8.72 eV. Its total charge is 0. The orbital gap comes out at 9.34 eV.

Last columns: bonded neighbours and bond lengths (Å).
Atoms and positions in Å:
1 S 1.17102 -1.71148 -0.65973  S2 1.988, C5 1.831
2 S -0.58833 -1.73293 0.26654  S1 1.988, C6 1.847
3 C 1.61494 -0.84622 -3.25643  C5 1.540, H7 1.103, H8 1.103, H9 1.103
4 C 0.46223 0.66970 1.37476  C6 1.572, H10 1.103, H11 1.103, H12 1.103
5 C 0.78246 -0.52710 -2.00083  S1 1.831, C3 1.540, H13 1.107, H14 1.107
6 C -0.51132 -0.52938 1.66608  S2 1.847, C4 1.572, H15 1.107, H16 1.107
7 H 1.24734 -1.77423 -3.72575  C3 1.103
8 H 2.67039 -0.99075 -2.97052  C3 1.103
9 H 1.55967 -0.03130 -3.99768  C3 1.103
10 H 0.35842 1.34128 2.24355  C4 1.103
11 H 0.33284 1.26304 0.45399  C4 1.103
12 H 1.47972 0.24389 1.37884  C4 1.103
13 H 1.00539 0.48427 -1.60984  C5 1.107
14 H -0.29345 -0.55835 -2.25943  C5 1.107
15 H -1.50247 -0.07426 1.85565  C6 1.107
16 H -0.17836 -1.01367 2.60419  C6 1.107
17 O -3.22897 2.06279 2.50148  H18 0.984, H19 0.984
18 H -2.43163 1.72205 2.96666  O17 0.984
19 H -3.94991 2.00265 3.16847  O17 0.984


The most stable structure shown above is entry b; the least stable is entry a.